Record 1
Computed, not measured: a structure of composition C43H36BrN2ORuSSb2 in a non-equilibrium geometry, with ωB97M-V with the def2-TZVPD basis set.

Results
⟨S²⟩	0.785

```
! RIJCOSX wB97M-V def2-TZVPD def2/J DEFGRID3
* xyz 0 2
C 1.467 -1.748 4.883
C -1.461 -2.188 -4.569
C 1.940 -1.090 6.003
H 0.550 6.802 1.705
C 2.256 0.253 5.978
H -2.738 -0.714 0.415
C -1.656 -3.351 -1.419
C 0.640 3.718 -2.037
N 0.890 -1.645 2.499
C 1.285 -1.066 3.670
C -0.795 3.716 1.405
C 0.858 -2.957 2.293
H 1.495 -2.942 -2.284
C -0.095 5.959 1.912
Sb -0.859 -0.387 -2.082
H -2.594 4.990 3.961
C -1.730 3.784 2.429
C 1.128 -4.977 0.967
C 1.871 2.243 2.361
C 1.422 -5.597 -0.222
H -2.001 -5.401 -0.926
C 1.931 1.805 -1.387
H -1.100 -3.593 -2.315
Sb -0.730 1.958 0.140
C 1.610 4.053 -2.967
O 0.970 -1.538 -0.255
C 0.140 -2.844 -6.229
H 2.603 2.931 5.578
H 1.818 -5.400 -2.321
H 3.504 3.549 -3.818
H -3.332 -4.877 1.090
Br 1.672 -7.485 -0.250
H -2.490 1.272 -3.507
H -1.152 6.941 3.487
C 2.236 2.998 3.470
H 1.212 -2.792 4.971
C -2.178 -4.374 -0.642
C -2.540 2.513 -0.985
C -1.831 -2.026 -1.042
C 2.749 3.275 -3.096
H 1.466 4.926 -3.590
C 0.795 2.593 -1.246
H 0.894 -3.624 3.150
C 1.571 -4.887 -1.405
S -1.579 0.253 2.735
C -1.144 -2.896 -5.715
C -2.904 -4.081 0.500
H 2.613 0.754 6.868
H 1.853 2.686 1.372
N 1.543 0.963 2.438
H 0.389 -3.410 -7.113
C 0.988 -3.578 1.030
H 2.107 -2.025 -6.009
C 1.106 -2.073 -5.606
C 2.094 0.988 4.792
C 2.338 2.375 4.692
H -4.324 1.832 -1.946
H 1.040 -5.561 1.871
C -0.494 -1.433 -3.936
H 2.051 0.912 -0.776
C -1.047 6.033 2.914
H 0.779 4.756 0.376
H -0.240 4.339 -1.930
H 2.049 -1.649 6.919
C 2.913 2.153 -2.299
C 1.111 -2.830 -0.191
H -2.185 3.168 -1.783
C -2.742 0.603 -2.682
H -3.425 -0.162 -3.058
C -2.535 -1.743 0.124
H -1.903 -3.489 -6.203
C 0.032 4.803 1.162
H -2.461 -2.227 -4.158
H -3.125 3.113 -0.281
H -3.701 0.715 -0.748
Ru -0.072 -0.330 1.181
C 1.407 -3.519 -1.375
C 1.623 0.326 3.620
H -2.349 2.923 2.657
H 2.417 4.056 3.353
C -3.096 -2.763 0.877
H 1.533 -0.757 -3.963
H 3.805 1.551 -2.389
H -3.688 -2.517 1.744
C -1.852 4.940 3.180
C 0.785 -1.365 -4.461
C -3.399 1.389 -1.555
*
```


Record 2
Computed, not measured: a structure of composition C43H36F3NOP2PdS2, with ωB97M-V with the def2-TZVPD basis set.

Results
ΔE to the lowest compared entry with this formula, charge and spin	38.6	kcal per mole

```
! RIJCOSX wB97M-V def2-TZVPD def2/J DEFGRID3
* xyz 0 1
Pd 0.215 -1.012 0.533
H 4.636 3.891 -4.333
H 5.742 -4.466 3.695
C -6.113 -0.640 -1.121
S -0.826 -3.161 1.302
H 1.565 2.474 1.704
C 4.089 -1.672 2.733
H -2.208 0.600 5.076
C -1.289 2.008 -0.661
C 4.384 1.973 -1.542
H -2.546 -6.763 -0.464
H -0.867 3.950 1.705
P 2.562 -1.007 0.468
C -4.793 0.098 1.212
C -4.847 -1.130 -0.870
H 4.534 -1.521 -4.847
H -1.822 4.684 3.843
C 4.595 -1.365 -1.469
C 5.063 -1.471 -2.766
C -2.565 2.505 -0.412
H 2.109 -1.313 -4.414
H -1.234 -0.137 2.929
H -2.506 3.012 5.537
H 1.277 -1.147 -2.090
C 3.080 2.276 -1.128
C -2.043 -4.421 0.808
C -2.031 -6.766 0.496
C 2.913 3.749 -3.053
H -2.758 -6.894 1.297
F -8.457 1.749 0.279
C 4.840 -2.527 3.528
H 1.164 3.283 0.207
C -2.880 -1.287 0.572
C -2.937 2.819 -2.769
F -9.031 -0.257 -0.268
C 2.810 -1.328 -3.590
C 3.653 -2.072 1.471
C 4.169 -1.445 -3.831
C -1.361 0.920 3.135
H -4.375 3.281 -1.246
H 3.841 -0.690 3.116
C -1.672 2.307 -3.031
H -1.321 2.214 -4.051
C 2.353 3.175 -1.924
H 5.300 -1.386 -0.645
H 6.125 -1.567 -2.950
H 5.174 -2.196 4.503
H 4.995 1.273 -0.996
O -1.324 -5.531 0.667
C 3.211 0.710 0.811
F -8.268 1.085 -1.768
C -8.110 0.702 -0.488
H 4.283 0.731 0.623
P -0.217 1.272 0.621
C 4.205 3.446 -3.448
N 2.507 1.699 0.013
H 5.937 2.281 -2.960
C -1.911 1.337 4.341
H -6.629 -0.917 -2.032
H -4.268 0.386 2.113
C -1.693 3.628 3.647
H 4.942 -5.209 1.472
H -2.939 2.568 0.601
C 1.350 2.303 0.642
H 3.616 -3.699 0.065
C 3.229 -1.241 -1.215
H -6.531 1.266 1.653
H -1.266 -7.535 0.529
C -1.750 -1.736 0.756
H 1.330 3.423 -1.687
H -3.578 3.131 -3.583
C 5.156 -3.798 3.077
C -1.149 3.210 2.445
C -3.383 2.906 -1.460
C 2.343 -1.234 -2.286
C -2.077 2.688 4.598
C -6.059 0.590 0.954
C 4.709 -4.214 1.829
H -4.362 -1.787 -1.578
H 3.075 0.954 1.869
H 2.312 4.437 -3.635
C 4.926 2.549 -2.678
C -6.718 0.221 -0.211
H 0.100 1.446 -2.210
C -0.978 1.850 2.174
C -4.175 -0.774 0.307
C 3.962 -3.360 1.035
C -0.866 1.888 -1.988
S -3.648 -4.274 0.706
*
```


Record 3
Computed, not measured: a structure of composition C43H36GeN5Tl in a non-equilibrium geometry, with ωB97M-V with the def2-TZVPD basis set.

Results
ΔE to the lowest compared entry with this formula, charge and spin	4.5	kcal per mole

```
! RIJCOSX wB97M-V def2-TZVPD def2/J DEFGRID3
* xyz 0 1
C -3.566 4.212 3.856
C -2.642 2.068 5.362
H -2.285 -5.365 -4.058
H -2.802 -3.648 1.596
C 1.372 -0.112 -3.706
H -1.174 4.187 -1.175
C -2.748 1.763 -3.296
H -0.475 -4.784 3.190
N 3.369 -2.291 3.002
C 0.191 2.711 -0.437
H 4.643 -0.252 -4.565
H 1.056 5.333 2.296
N -0.277 -4.878 0.085
C 3.741 0.072 -4.060
N 1.955 -1.629 1.442
H -4.787 4.680 5.557
C -2.315 -5.115 -3.006
H 0.097 3.476 -3.926
C -0.543 0.548 2.865
C 1.143 2.440 0.545
H -2.262 3.482 2.308
H -0.598 5.870 0.539
C -3.506 -4.603 -2.471
C -0.840 -4.361 1.134
C 1.416 0.893 -2.738
C -0.432 3.957 -0.418
H 1.191 -2.927 4.408
C -2.174 2.254 4.062
H 4.746 1.551 -2.872
C 5.916 -1.824 0.347
H -3.935 2.798 6.907
C 0.819 4.603 1.533
C -0.117 4.899 0.551
C -1.745 3.706 -4.998
C 5.006 -1.460 -0.654
C -3.062 3.288 -5.128
C -3.562 2.313 -4.276
C 0.918 -2.223 3.610
C -1.188 -5.288 -2.228
Ge -0.275 1.339 -1.788
C 2.522 -0.520 -4.365
C -3.604 -4.248 -1.141
C 1.451 3.369 1.529
H -1.087 -2.565 3.453
C -1.284 1.330 3.431
H -3.129 1.000 -2.625
C 4.140 -2.048 1.878
H -3.696 3.720 -5.892
N -2.168 -4.061 0.936
C 3.800 1.079 -3.107
C 5.504 -2.126 1.631
H 2.185 3.128 2.288
H -3.923 5.051 3.271
C -1.287 -0.122 -0.982
C -2.464 -4.405 -0.367
H 2.697 2.268 -1.704
C -3.573 2.944 5.897
H -4.510 -3.822 -0.731
C -1.263 -4.916 -0.888
C 3.226 -1.648 0.891
H 0.420 -0.579 -3.939
H 2.947 -1.080 -1.173
H -1.348 4.459 -5.669
H 2.469 -1.296 -5.119
H -4.358 -4.462 -3.123
H -0.264 -5.679 -2.633
C 3.652 -1.361 -0.401
H 5.368 -1.248 -1.650
C 2.074 -2.040 2.675
H 1.697 1.503 0.519
H -2.280 1.230 5.943
C -0.127 -4.084 2.421
H -1.075 -1.012 -1.591
N -0.263 -2.684 2.878
C -1.425 2.176 -3.153
H 0.683 -1.253 4.055
H 6.969 -1.880 0.103
H 0.924 -4.289 2.228
H -4.587 1.977 -4.382
C -2.636 3.343 3.314
C -0.934 3.151 -4.019
Tl -0.232 -0.465 0.927
C 2.644 1.483 -2.451
C -4.045 4.009 5.143
H 6.208 -2.411 2.402
H 3.709 -2.596 3.897
*
```


Sequential electronic energy output: -146735.23680; -100592.33237; -113831.78707 eV